The following is a DFT calculation (ωB97M-V/def2-TZVPD) of an isolated molecule of C21H23F2N3O in a non-equilibrium geometry.

The geometry in XYZ format:
```
50
Properties=species:S:1:pos:R:3:forces:R:3
C -2.833 -1.102 -0.252 0.0 0.1 -0.1
O -2.857 -2.461 0.111 0.0 -0.1 0.0
C -2.616 -2.698 1.478 0.2 -0.2 0.1
C -1.154 -2.464 1.896 -0.4 0.0 -0.1
N -0.931 -1.132 2.441 0.1 -0.1 0.0
C -1.302 -1.066 3.841 0.0 0.0 -0.1
C 0.446 -0.679 2.248 -0.1 -0.1 -0.1
C 0.733 -0.382 0.815 0.2 0.0 -0.2
C 1.362 -1.203 -0.087 -0.1 0.2 0.2
N 1.433 -0.533 -1.269 -0.2 -0.1 1.1
C 1.958 -0.929 -2.494 0.4 -0.2 -0.9
C 1.795 -0.077 -3.590 0.1 -0.2 0.1
C 2.291 -0.397 -4.836 0.2 -0.2 -0.1
C 2.966 -1.594 -5.000 -0.1 0.1 0.3
F 3.455 -1.921 -6.209 0.0 0.0 0.0
C 3.152 -2.468 -3.945 0.0 0.1 -0.1
C 2.649 -2.125 -2.705 -0.1 0.3 -0.1
F 2.858 -2.996 -1.696 -0.1 0.1 0.0
N 0.886 0.685 -1.160 -0.2 0.4 -0.3
C 0.454 0.810 0.080 0.3 -0.8 0.0
C -0.192 2.025 0.568 -0.2 0.4 0.1
C -1.244 1.907 1.475 0.0 0.1 -0.1
C -1.876 3.028 1.977 -0.1 0.1 0.1
C -1.459 4.287 1.581 -0.1 0.0 0.0
C -0.418 4.410 0.678 0.0 0.0 0.0
C 0.226 3.297 0.154 0.0 0.0 0.1
C 1.341 3.483 -0.826 0.0 0.1 -0.1
H -1.844 -0.659 -0.114 0.0 0.0 0.0
H -3.561 -0.525 0.332 0.0 0.0 0.0
H -3.103 -1.062 -1.306 0.0 0.1 0.0
H -2.875 -3.749 1.626 0.0 0.1 0.1
H -3.286 -2.076 2.088 0.0 -0.1 0.0
H -0.541 -2.587 1.001 -0.1 -0.1 0.0
H -0.853 -3.238 2.621 0.1 0.0 0.0
H -1.229 -0.034 4.184 0.0 0.0 0.1
H -0.658 -1.695 4.475 0.0 0.0 0.0
H -2.331 -1.399 3.961 0.0 0.0 0.1
H 1.170 -1.426 2.619 0.0 0.1 0.1
H 0.573 0.240 2.828 0.1 -0.1 0.0
H 1.758 -2.187 0.047 0.1 -0.2 -0.1
H 1.263 0.845 -3.422 0.0 0.0 0.0
H 2.160 0.266 -5.675 0.0 0.1 -0.1
H 3.681 -3.398 -4.076 0.1 -0.1 0.0
H -1.575 0.923 1.770 0.0 -0.1 0.0
H -2.692 2.919 2.676 -0.1 0.0 0.1
H -1.943 5.170 1.971 0.0 0.1 0.0
H -0.096 5.395 0.370 0.1 0.1 0.0
H 0.995 3.238 -1.829 0.1 0.0 -0.1
H 1.691 4.513 -0.819 0.0 0.1 0.0
H 2.174 2.821 -0.600 0.1 0.0 -0.1
```
Positions in Å, forces in eV/Å.

As for the molar mass: 371.43 Da. The calculation puts the highest occupied orbital energy at -8.257 eV. The LUMO energy comes out at 0.65 eV. The largest force on an atom is 1.09 eV/A. The value obtained for the energy above the lowest of the compared OMol25 structures with the same formula, charge and spin is 0.0 kJ/mol. As for the SMILES: COCCN(C)Cc1cn(-c2ccc(F)cc2F)nc1-c1ccccc1C. The frontier orbital gap is 8.9 eV.

***

The following is a DFT calculation (ωB97M-V/def2-TZVPD) of a cluster of 3 separate species, CH6N2 in total.

The geometry in XYZ format:
```
9
Properties=species:S:1:pos:R:3:forces:R:3
C -0.925 -0.076 0.028 0.7 -0.1 0.2
N 0.290 -0.257 0.588 -0.7 -0.2 0.4
N 1.333 0.108 -0.039 0.5 0.3 -0.5
H -0.576 -1.613 -0.547 -0.2 0.0 -0.1
H 2.219 -0.045 0.415 -0.1 0.0 -0.1
H 1.302 0.539 -0.960 0.0 -0.1 0.2
H -1.771 -0.402 0.601 0.0 0.0 0.0
H -1.095 0.369 -0.943 0.1 0.0 0.0
H -0.778 1.376 0.858 -0.2 0.1 -0.1
```
Positions in Å, forces in eV/Å.

As for the molar mass: 46.07 Da. The calculation puts the highest occupied orbital energy (alpha / beta) at -7.038 / -7.038 eV. The LUMO energy (alpha / beta) comes out at -0.05 / -0.05 eV. The largest force on an atom is 0.84 eV/A. The value obtained for the energy above the lowest of the compared OMol25 structures with the same formula, charge and spin is 690.5 kJ/mol. The frontier orbital gap (alpha / beta) is 7.0 / 7.0 eV.

***

The following is a DFT calculation (ωB97M-V/def2-TZVPD) of a cluster of 3 separate species, C5H12O3 in total in a non-equilibrium geometry.

The geometry in XYZ format:
```
20
Properties=species:S:1:pos:R:3:forces:R:3
C 0.527 1.090 -2.275 0.0 0.4 -0.7
C 0.709 0.995 -0.967 -0.2 -0.3 -0.3
C -0.319 0.372 -0.062 -1.0 0.8 0.2
C -1.768 0.864 -0.351 0.5 -1.2 0.6
C -2.002 2.322 0.004 -0.1 -0.6 -0.7
O -1.120 3.125 0.104 0.2 0.3 0.2
H 1.208 1.555 -2.981 0.4 0.0 0.4
H -0.379 0.801 -2.799 -0.2 -0.3 0.4
H 1.615 1.363 -0.506 0.1 0.0 -0.1
H -0.141 0.635 0.983 0.4 -0.2 0.0
H -0.356 -0.711 -0.174 0.3 -0.1 0.2
H -2.455 0.291 0.288 0.0 0.1 0.1
H -2.006 0.454 -1.335 -0.4 1.0 -0.3
H -3.050 2.591 0.234 0.0 0.1 -0.1
O 3.904 -5.829 -1.188 0.5 -1.4 0.3
H 3.348 -5.417 -0.537 -0.3 0.6 0.0
H 4.070 -5.273 -1.936 -0.2 0.7 -0.3
O -0.924 0.234 4.713 0.9 0.2 0.4
H -0.008 0.410 5.026 -1.0 -0.2 -0.4
H -0.854 0.129 3.760 0.1 0.0 0.0
```
Positions in Å, forces in eV/Å.

As for the molar mass: 120.15 Da. The calculation puts the highest occupied orbital energy at -9.569 eV. The LUMO energy comes out at 0.51 eV. The largest force on an atom is 1.47 eV/A. The value obtained for the energy above the lowest of the compared OMol25 structures with the same formula, charge and spin is 222.3 kJ/mol. As for the SMILES: C=CCCC=O.O.O. The frontier orbital gap is 10.1 eV.

***

The following is a DFT calculation (ωB97M-V/def2-TZVPD) of a cluster of 2 separate species, C4H12 in total in a non-equilibrium geometry.

The geometry in XYZ format:
```
16
Properties=species:S:1:pos:R:3:forces:R:3
C 0.497 0.817 -2.423 -4.2 -2.9 -2.3
C -1.113 0.182 -2.469 3.5 0.1 -3.0
H 0.874 0.628 -1.488 1.3 -1.3 2.0
H 0.927 0.282 -3.301 0.4 0.9 1.0
H 0.481 1.847 -2.453 -0.1 2.3 -0.9
H -0.927 -0.919 -2.714 -0.6 1.5 0.1
H -1.692 0.707 -3.319 0.8 -1.0 1.6
H -1.555 0.219 -1.530 -1.0 0.4 1.5
C -0.112 -0.797 1.907 -0.3 0.6 0.2
C 0.733 -0.118 3.042 -0.2 1.5 -1.5
H -1.153 -0.383 1.737 1.1 -0.5 0.8
H 0.331 -0.718 0.957 0.9 0.8 -1.4
H -0.141 -1.888 1.937 -0.3 0.0 0.9
H 0.704 1.046 3.071 -0.2 -2.1 -0.2
H 1.789 -0.388 3.122 0.0 -0.1 -0.8
H 0.356 -0.519 3.924 -0.9 -0.1 2.0
```
Positions in Å, forces in eV/Å.

As for the molar mass: 60.14 Da. The calculation puts the highest occupied orbital energy at -11.221 eV. The LUMO energy comes out at 1.08 eV. The largest force on an atom is 5.64 eV/A. The value obtained for the energy above the lowest of the compared OMol25 structures with the same formula, charge and spin is 136.1 kJ/mol. As for the SMILES: CC.CC. The frontier orbital gap is 12.3 eV.